No. 1
Below is a structure of composition C6H27B2N5NiO3 at a distorted geometry, with properties calculated with ωB97M-V/def2-TZVPD.

Computed properties:
F_max: 0.1258 hartree/bohr
DFT total energy: -62643.8545 eV
Kohn-Sham gap (alpha / beta): 8.401 / 8.458 eV
ΔE to the lowest compared entry with this formula, charge and spin: 429.40 kJ/mol
Expectation value of S²: 2.00
2S+1: 3

Each line ends with the natural charge from an NBO analysis.
Element x y z (Å)
Ni  -0.848  0.243  0.262  1.518
B  -2.195  2.156  -0.292  -0.778
H  -1.742  1.713  0.581  -0.079
H  -2.576  1.462  -1.025  0.010
H  -3.097  2.669  0.005  0.024
H  -1.500  2.857  -0.729  -0.043
B  -2.353  -1.504  0.226  -0.822
H  -2.683  -0.496  0.425  0.015
H  -2.673  -2.212  0.975  0.000
H  -2.784  -1.798  -0.719  -0.021
H  -1.286  -1.598  0.097  -0.049
C  1.140  -1.003  3.937  -0.665
C  0.667  -0.657  2.503  -0.086
C  1.111  -1.745  1.454  -0.069
O  1.112  -1.240  0.184  -0.560
C  2.130  -1.829  -0.645  -0.257
N  -0.713  -0.179  2.382  -0.855
H  2.122  -0.713  4.312  0.226
H  1.056  -2.027  4.302  0.212
H  0.640  -0.462  4.740  0.222
H  1.258  0.217  2.228  0.208
H  0.358  -2.525  1.568  0.191
H  2.084  -2.124  1.769  0.183
H  3.167  -1.772  -0.314  0.177
H  2.046  -1.312  -1.601  0.194
H  1.883  -2.884  -0.769  0.192
H  -1.267  -0.992  2.609  0.400
H  -0.946  0.611  2.967  0.402
C  1.384  2.444  -0.151  0.800
O  0.641  1.723  0.450  -0.716
N  2.247  1.869  -0.916  -0.813
N  1.393  3.740  -0.353  -0.814
H  2.367  0.877  -0.766  0.410
H  2.974  2.483  -1.255  0.380
H  1.712  4.002  -1.276  0.385
H  0.591  4.297  -0.093  0.423
C  -0.905  -0.318  -2.894  0.798
O  -0.680  -0.088  -1.775  -0.704
N  -1.890  -1.070  -3.336  -0.835
N  -0.063  0.037  -3.818  -0.816
H  -2.338  -1.600  -2.602  0.443
H  -2.024  -1.304  -4.309  0.383
H  -0.361  -0.411  -4.672  0.373
H  0.839  0.465  -3.664  0.411

---

No. 2
Below is a structure of composition C6H27B3NSn at a distorted geometry, with properties calculated with ωB97M-V/def2-TZVPD.

Computed properties:
F_max: 0.0870 hartree/bohr
DFT total energy: -16005.8477 eV
Kohn-Sham gap: 7.380 eV
ΔE to the lowest compared entry with this formula, charge and spin: 37.36 kJ/mol
Total charge: -1

Each line ends with the natural charge from an NBO analysis.
Element x y z (Å)
Sn  -0.134  -1.181  -1.691  1.431
B  0.596  -3.972  -1.880  -0.853
H  -0.540  -3.698  -2.107  0.005
H  0.894  -3.723  -0.766  0.019
H  0.783  -5.106  -2.155  0.051
H  1.277  -3.303  -2.631  -0.045
B  0.040  -2.156  1.230  -0.663
H  -0.160  -1.278  1.998  -0.058
H  -0.839  -2.124  0.391  -0.051
H  1.080  -1.962  0.653  -0.050
H  0.027  -3.203  1.772  0.021
B  -3.113  -2.438  -1.006  -0.725
H  -2.099  -2.955  -1.359  -0.030
H  -3.986  -2.717  -1.761  -0.032
H  -3.346  -2.850  0.080  0.000
H  -2.981  -1.239  -0.908  -0.061
C  -1.642  0.822  1.219  -0.638
C  -0.954  1.930  0.439  -0.221
N  0.428  1.611  0.030  -0.453
C  1.387  1.338  1.118  -0.243
C  1.501  2.457  2.174  -0.637
C  0.863  2.735  -0.798  -0.219
C  2.201  2.548  -1.512  -0.616
H  -1.266  0.791  2.243  0.204
H  -1.480  -0.171  0.813  0.262
H  -2.720  0.978  1.259  0.218
H  -1.560  2.164  -0.439  0.193
H  -0.980  2.849  1.043  0.161
H  0.977  0.449  1.599  0.254
H  2.370  1.148  0.695  0.194
H  1.894  3.349  1.677  0.189
H  0.542  2.676  2.639  0.208
H  2.244  2.204  2.929  0.215
H  0.939  3.700  -0.275  0.166
H  0.118  2.892  -1.583  0.190
H  2.294  1.569  -1.993  0.205
H  3.048  2.584  -0.826  0.202
H  2.298  3.283  -2.311  0.210

---

No. 3
Below is a cluster of 7 separate species, C6H27O7 in total at a distorted geometry, with properties calculated with ωB97M-V/def2-TZVPD.

Computed properties:
F_max: 0.0637 hartree/bohr
DFT total energy: -20983.1730 eV
Kohn-Sham gap: 7.646 eV
ΔE to the lowest compared entry with this formula, charge and spin: 320.45 kJ/mol
Total charge: +1

Each line ends with the natural charge from an NBO analysis.
Element x y z (Å)
O  1.876  0.696  -0.286  -0.726
H  2.598  0.368  0.256  0.570
H  1.887  1.651  -0.198  0.576
H  2.041  0.454  -1.201  0.579
O  4.296  4.565  0.808  -0.955
H  4.083  4.839  1.700  0.474
H  4.945  5.202  0.510  0.481
O  -0.272  4.964  -0.387  -0.947
H  0.125  5.810  -0.595  0.475
H  -0.595  5.064  0.508  0.472
O  6.239  -1.254  1.064  -0.953
H  6.899  -1.947  1.098  0.481
H  6.675  -0.488  1.437  0.472
O  3.128  -0.257  -4.373  -0.960
H  2.819  -0.280  -5.279  0.484
H  3.968  -0.715  -4.395  0.477
C  -3.212  -2.349  -4.843  -0.636
C  -2.957  -1.752  -3.450  0.082
C  -2.239  -2.883  -2.731  -0.649
O  -2.172  -0.602  -3.608  -0.702
H  -3.839  -3.238  -4.776  0.217
H  -2.306  -2.481  -5.433  0.193
H  -3.772  -1.687  -5.504  0.216
H  -3.940  -1.629  -2.996  0.189
H  -1.201  -3.153  -2.924  0.207
H  -2.718  -3.844  -2.921  0.219
H  -2.328  -2.748  -1.653  0.206
H  -1.501  -0.911  -4.221  0.457
C  -2.818  0.155  4.205  -0.626
C  -1.438  0.267  4.860  0.081
C  -0.767  -1.054  4.775  -0.626
O  -0.743  1.238  4.080  -0.747
H  -3.451  -0.673  4.524  0.222
H  -2.601  -0.240  3.213  0.201
H  -3.321  1.114  4.084  0.225
H  -1.531  0.454  5.930  0.171
H  0.221  -1.127  5.228  0.208
H  -0.664  -1.394  3.744  0.197
H  -1.383  -1.836  5.219  0.219
H  -0.031  1.701  4.527  0.475

---

- DFT total energy of number 3 (C6H27O7)?
  -20983.1730 eV